A cluster of 2 separate species, C4H12OS2 in total. Source: the Open Molecules 2025 dataset; level of theory: wB97M-V/def2-TZVPD.

Properties
SMILES string: CCSSCC.O
ΔE to the lowest compared entry with this formula, charge and spin: 15.1 kcal per mole
molar mass: 140.27 u
Kohn-Sham gap: 0.30384 Eh
maximum force: 2.5 eV/A
LUMO level: 0.023 hartree
DFT total energy: -28060.212 eV
charge: 0

Atoms and positions in Å:
1 C -2.678 -0.633 -0.507
2 C -1.899 0.528 -1.143
3 S -0.096 0.457 -1.105
4 S 0.246 0.618 0.940
5 C 2.084 0.808 0.811
6 C 2.622 1.110 2.212
7 H -2.914 -0.457 0.535
8 H -2.175 -1.582 -0.683
9 H -3.562 -0.749 -1.141
10 H -2.251 1.466 -0.725
11 H -2.061 0.498 -2.220
12 H 2.407 -0.129 0.474
13 H 2.186 1.666 0.152
14 H 2.009 0.600 2.946
15 H 2.483 2.164 2.429
16 H 3.628 0.757 2.304
17 H -1.004 -3.494 -1.667
18 H 0.512 -3.520 -1.516
19 O -0.302 -3.525 -1.000

A cluster of 2 separate species, C4H12OS2 in total. Source: the Open Molecules 2025 dataset; level of theory: wB97M-V/def2-TZVPD.

Properties
SMILES string: CCSCSC.O
ΔE to the lowest compared entry with this formula, charge and spin: 16.5 kcal per mole
molar mass: 140.27 u
Kohn-Sham gap: 0.33697 Eh
maximum force: 1.8 eV/A
LUMO level: 0.018 hartree
DFT total energy: -28060.152 eV
charge: 0

Atoms and positions in Å:
1 S 1.203 -1.472 0.863
2 S -1.859 -1.365 -0.032
3 C 1.654 -2.371 -0.587
4 C -0.541 -1.987 1.160
5 C -2.023 0.907 1.666
6 C -1.558 0.457 0.222
7 H 1.114 -2.032 -1.487
8 H 1.369 -3.415 -0.378
9 H 2.737 -2.336 -0.794
10 H -0.625 -3.091 1.129
11 H -0.790 -1.660 2.188
12 H -2.375 1.949 1.576
13 H -1.221 0.870 2.421
14 H -2.863 0.281 2.013
15 H -0.498 0.737 0.073
16 H -2.163 1.029 -0.508
17 O 2.742 4.665 -3.534
18 H 2.712 3.711 -3.296
19 H 2.982 5.122 -2.696

A cluster of 2 separate species, C4H12OSi2 in total. Source: the Open Molecules 2025 dataset; level of theory: wB97M-V/def2-TZVPD.

Properties
ΔE to the lowest compared entry with this formula, charge and spin: 95.1 kcal per mole
molar mass: 132.31 u
Kohn-Sham gap: 0.32661 Eh
maximum force: 3.8 eV/A
LUMO level: -0.011 hartree
DFT total energy: -22142.880 eV
charge: 0

Atoms and positions in Å:
1 C -1.077 2.543 -0.010
2 C -0.207 1.644 0.437
3 C 2.499 -0.575 0.191
4 C 1.201 -1.090 0.806
5 O 0.318 -0.408 -2.282
6 Si -2.384 -1.254 0.023
7 Si -0.326 -0.206 0.083
8 H -0.980 3.597 0.203
9 H -1.923 2.259 -0.616
10 H 0.624 1.997 1.040
11 H 2.679 0.462 0.464
12 H 3.349 -1.167 0.523
13 H 2.424 -0.636 -0.890
14 H 1.229 -0.979 1.894
15 H 1.116 -2.157 0.601
16 H 0.090 0.436 -2.665
17 H -3.106 -1.156 -1.243
18 H -2.288 -2.675 0.386
19 H -3.240 -0.636 1.054

The molecule C4H12P2S2. Source: the Open Molecules 2025 dataset; level of theory: wB97M-V/def2-TZVPD.

Properties
SMILES string: CP=P(C)(C)SSC
ΔE to the lowest compared entry with this formula, charge and spin: 33.3 kcal per mole
molar mass: 186.22 u
Kohn-Sham gap: 0.28160 Eh
maximum force: 5.7 eV/A
LUMO level: 0.017 hartree
DFT total energy: -44589.539 eV
charge: 0

Atoms and positions in Å:
1 C 1.910 2.286 -0.583
2 C 1.445 -1.131 -1.467
3 C 0.333 -1.788 1.103
4 C -3.198 0.395 1.148
5 P 1.351 1.274 0.922
6 P 0.430 -0.364 -0.089
7 S -1.482 -0.404 -1.221
8 S -2.458 1.149 -0.388
9 H 2.726 1.940 -1.049
10 H 1.987 3.398 -0.292
11 H 0.970 2.230 -1.174
12 H 2.097 -1.681 -0.881
13 H 0.822 -1.732 -2.160
14 H 1.901 -0.273 -1.964
15 H 1.305 -2.277 0.880
16 H 0.212 -1.291 2.075
17 H -0.566 -2.363 0.790
18 H -3.362 -0.682 1.020
19 H -4.097 0.960 1.400
20 H -2.324 0.356 1.931

A cluster of 2 separate species, C4H12S in total. Source: the Open Molecules 2025 dataset; level of theory: wB97M-V/def2-TZVPD.

Properties
SMILES string: CCC.CS
ΔE to the lowest compared entry with this formula, charge and spin: 5.7 kcal per mole
molar mass: 92.21 u
Kohn-Sham gap: 0.36382 Eh
maximum force: 0.7 eV/A
LUMO level: 0.030 hartree
DFT total energy: -15177.458 eV
charge: 0

Atoms and positions in Å:
1 C -0.469 2.648 -0.684
2 S -1.744 1.937 -1.770
3 H 0.464 2.108 -0.829
4 H -0.289 3.691 -0.907
5 H -0.760 2.549 0.356
6 H -2.003 0.920 -0.941
7 C 1.318 -3.490 1.146
8 C 0.675 -2.108 1.348
9 C 1.731 -1.028 1.613
10 H 1.144 -3.885 0.147
11 H 0.939 -4.204 1.872
12 H 2.401 -3.458 1.259
13 H -0.087 -2.180 2.117
14 H 0.165 -1.828 0.430
15 H 1.344 -0.064 1.923
16 H 2.496 -1.386 2.309
17 H 2.278 -0.881 0.679

A cluster of 2 separate species, C4H12S in total. Source: the Open Molecules 2025 dataset; level of theory: wB97M-V/def2-TZVPD.

Properties
SMILES string: CCC.CS
ΔE to the lowest compared entry with this formula, charge and spin: 4.9 kcal per mole
molar mass: 92.21 u
Kohn-Sham gap: 0.37201 Eh
maximum force: 1.5 eV/A
LUMO level: 0.039 hartree
DFT total energy: -15177.492 eV
charge: 0

Atoms and positions in Å:
1 C 2.906 -0.373 -4.537
2 S 4.051 -1.376 -3.516
3 H 2.097 -0.049 -3.904
4 H 2.565 -0.991 -5.352
5 H 3.494 0.463 -4.880
6 H 3.228 -1.536 -2.487
7 C -3.193 -0.007 3.225
8 C -4.191 1.069 3.651
9 C -3.545 2.088 4.597
10 H -2.795 -0.541 4.100
11 H -3.644 -0.773 2.589
12 H -2.357 0.396 2.683
13 H -4.427 1.621 2.734
14 H -5.050 0.615 4.131
15 H -4.304 2.745 5.007
16 H -2.794 2.718 4.116
17 H -2.976 1.569 5.376

A cluster of 2 separate species, C4H12S in total. Source: the Open Molecules 2025 dataset; level of theory: wB97M-V/def2-TZVPD.

Properties
SMILES string: CSC.CC
ΔE to the lowest compared entry with this formula, charge and spin: 10.1 kcal per mole
molar mass: 92.21 u
Kohn-Sham gap: 0.35285 Eh
maximum force: 1.3 eV/A
LUMO level: 0.040 hartree
DFT total energy: -15177.269 eV
charge: 0

Atoms and positions in Å:
1 C -0.614 -1.699 -1.924
2 C -1.800 -0.738 -1.997
3 H -0.667 -2.400 -1.091
4 H 0.388 -1.279 -1.933
5 H -0.669 -2.339 -2.811
6 H -1.547 0.241 -1.583
7 H -2.711 -1.095 -1.528
8 H -2.010 -0.529 -3.046
9 C 1.791 2.138 2.314
10 C 0.391 -0.020 1.200
11 S 2.120 0.509 1.559
12 H 2.642 2.796 2.144
13 H 1.516 2.109 3.359
14 H 1.002 2.673 1.785
15 H -0.364 0.664 1.584
16 H 0.281 -0.898 1.836
17 H 0.251 -0.133 0.134

A cluster of 2 separate species, C4H12S in total. Source: the Open Molecules 2025 dataset; level of theory: wB97M-V/def2-TZVPD.

Properties
SMILES string: CSC.CC
ΔE to the lowest compared entry with this formula, charge and spin: 37.4 kcal per mole
molar mass: 92.21 u
Kohn-Sham gap: 0.35099 Eh
maximum force: 5.9 eV/A
LUMO level: 0.036 hartree
DFT total energy: -15176.085 eV
charge: 0

Atoms and positions in Å:
1 C 2.544 -0.731 1.091
2 C 0.043 -0.629 2.064
3 S 1.348 -1.955 1.846
4 H 3.136 -0.914 0.269
5 H 2.024 0.245 1.133
6 H 3.256 -0.564 1.847
7 H 0.076 -0.373 3.194
8 H -0.959 -0.983 1.880
9 H 0.062 0.244 1.573
10 C -1.932 0.240 -2.363
11 C -0.917 1.111 -1.422
12 H -1.799 -0.799 -1.967
13 H -2.940 0.600 -2.180
14 H -1.719 0.298 -3.417
15 H -0.939 2.083 -1.889
16 H 0.158 0.854 -1.150
17 H -1.442 1.274 -0.507

A cluster of 2 separate species, C4H12S in total. Source: the Open Molecules 2025 dataset; level of theory: wB97M-V/def2-TZVPD.

Properties
SMILES string: CSC.CC
ΔE to the lowest compared entry with this formula, charge and spin: 5.9 kcal per mole
molar mass: 92.21 u
Kohn-Sham gap: 0.34733 Eh
maximum force: 1.0 eV/A
LUMO level: 0.036 hartree
DFT total energy: -15177.448 eV
charge: 0

Atoms and positions in Å:
1 C 1.522 0.560 -0.979
2 C 0.151 -1.615 -2.063
3 S -0.033 0.189 -1.847
4 H 1.351 1.529 -0.523
5 H 1.614 -0.174 -0.177
6 H 2.408 0.524 -1.609
7 H -0.237 -2.121 -1.190
8 H 1.216 -1.854 -2.112
9 H -0.382 -1.905 -2.955
10 C -0.252 0.635 3.608
11 C -1.466 0.163 2.813
12 H 0.675 0.123 3.328
13 H -0.067 1.708 3.486
14 H -0.384 0.463 4.671
15 H -1.766 0.918 2.069
16 H -2.349 0.093 3.458
17 H -1.283 -0.779 2.316

A cluster of 2 separate species, C4H12S in total. Source: the Open Molecules 2025 dataset; level of theory: wB97M-V/def2-TZVPD.

Properties
expectation value of S²: 0.753
ΔE to the lowest compared entry with this formula, charge and spin: 7.7 kcal per mole
2S+1: 2
molar mass: 92.21 u
Kohn-Sham gap (alpha / beta): 0.38881 / 0.20539 Eh
maximum force: 1.4 eV/A
LUMO level (alpha / beta): -0.130 / -0.314 hartree
DFT total energy: -15168.759 eV
charge: +1

Atoms and positions in Å:
1 C -1.408 1.163 -1.890
2 C 1.240 1.910 -2.545
3 S 0.195 0.472 -2.281
4 H -1.714 0.838 -0.891
5 H -1.346 2.248 -2.006
6 H -2.119 0.769 -2.619
7 H 1.399 1.898 -3.635
8 H 2.189 1.666 -2.073
9 H 0.820 2.822 -2.149
10 C -0.122 -2.322 2.087
11 C 0.286 -1.104 2.932
12 H -1.095 -2.769 2.332
13 H 0.026 -2.131 1.028
14 H 0.543 -3.169 2.303
15 H 0.701 -0.333 2.285
16 H 0.977 -1.339 3.737
17 H -0.572 -0.619 3.387

A cluster of 2 separate species, C4H12S in total. Source: the Open Molecules 2025 dataset; level of theory: wB97M-V/def2-TZVPD.

Properties
expectation value of S²: 0.753
ΔE to the lowest compared entry with this formula, charge and spin: 25.6 kcal per mole
2S+1: 2
molar mass: 92.21 u
Kohn-Sham gap (alpha / beta): 0.36965 / 0.18159 Eh
maximum force: 2.1 eV/A
LUMO level (alpha / beta): -0.155 / -0.343 hartree
DFT total energy: -15167.985 eV
charge: +1

Atoms and positions in Å:
1 C -0.217 -0.004 3.471
2 C 1.229 -0.504 3.496
3 H -0.302 0.950 3.993
4 H -0.701 -0.039 2.500
5 H -0.898 -0.573 4.111
6 H 1.931 0.285 3.730
7 H 1.539 -0.833 2.499
8 H 1.339 -1.344 4.169
9 C 0.113 0.694 -1.414
10 C 1.328 0.294 -2.226
11 S -1.337 -0.204 -1.907
12 H 0.314 0.559 -0.351
13 H -0.206 1.739 -1.481
14 H 1.984 -0.471 -1.812
15 H -1.454 -1.171 -0.960
16 H 1.916 1.144 -2.567
17 H 1.066 -0.209 -3.166

A cluster of 2 separate species, C4H12S2 in total. Source: the Open Molecules 2025 dataset; level of theory: wB97M-V/def2-TZVPD.

Properties
SMILES string: CSC.CSC
ΔE to the lowest compared entry with this formula, charge and spin: 33.1 kcal per mole
molar mass: 124.27 u
Kohn-Sham gap: 0.34122 Eh
maximum force: 3.1 eV/A
LUMO level: 0.035 hartree
DFT total energy: -26011.680 eV
charge: 0

Atoms and positions in Å:
1 C -1.973 -1.396 -0.588
2 S -0.963 -2.806 -0.099
3 C 0.344 -2.914 -1.481
4 H -1.275 -0.707 -1.139
5 H -2.389 -0.879 0.339
6 H -2.741 -1.590 -1.262
7 H 0.620 -3.957 -1.604
8 H 0.033 -2.550 -2.490
9 H 1.102 -2.258 -1.069
10 C 1.983 2.538 0.541
11 S 1.190 1.083 1.156
12 C -0.365 1.695 1.586
13 H 1.911 2.514 -0.576
14 H 3.052 2.462 0.681
15 H 1.744 3.469 0.994
16 H -0.382 1.837 2.687
17 H -0.644 2.406 0.880
18 H -1.247 1.052 1.446

A cluster of 2 separate species, C4H12S2 in total. Source: the Open Molecules 2025 dataset; level of theory: wB97M-V/def2-TZVPD.

Properties
SMILES string: CCS.CSC
ΔE to the lowest compared entry with this formula, charge and spin: 11.7 kcal per mole
molar mass: 124.27 u
Kohn-Sham gap: 0.34953 Eh
maximum force: 2.0 eV/A
LUMO level: 0.032 hartree
DFT total energy: -26012.612 eV
charge: 0

Atoms and positions in Å:
1 C 0.134 -2.370 -0.195
2 C -0.193 -1.750 1.160
3 S 1.320 -1.333 2.104
4 H 0.718 -1.763 -0.882
5 H 0.643 -3.317 -0.044
6 H -0.782 -2.665 -0.717
7 H -0.748 -2.453 1.778
8 H -0.780 -0.858 0.968
9 H 1.150 -0.017 1.967
10 C 0.794 2.358 0.129
11 S -0.161 2.811 -1.339
12 C -1.169 1.267 -1.461
13 H 0.125 2.258 0.967
14 H 1.460 1.524 -0.080
15 H 1.483 3.183 0.288
16 H -1.616 1.332 -2.453
17 H -1.922 1.335 -0.688
18 H -0.456 0.458 -1.501